The ion C3H9INO with charge +1, computed with ωB97M-V/def2-TZVPD.

* SMILES string: C[C@@H](O)[C@H]([NH3+])I
* F_max: 3.647 eV/A
* Kohn-Sham gap: 0.3586 Eh
* total charge: +1

Each line ends with the Mulliken charge.
Geometry (Å):
C -0.4272 -1.5853 0.9697  -1.410
C -0.4340 -0.6609 -0.1838  0.350
O -1.6168 -0.0299 -0.5211  -0.543
C 0.6594 0.8045 0.1297  -0.825
N 0.6333 1.5389 -1.1908  -0.199
I 2.5497 -0.0686 0.6974  0.226
H -0.4106 -1.0911 1.9395  0.436
H -1.3456 -2.2013 1.0842  0.401
H 0.4801 -2.2295 1.0951  0.365
H 0.0302 -1.1603 -1.0507  0.337
H -2.2524 -0.2508 0.2762  0.361
H 0.3882 1.5638 0.9814  0.432
H 1.4286 1.3002 -1.7615  0.383
H 0.5977 2.5231 -0.8673  0.360
H -0.2804 1.5473 -1.5979  0.326


An isolated molecule of C4H5N3O, computed with ωB97M-V/def2-TZVPD.

* SMILES string: C1=N\N=C/CO\N=C/1
* F_max: 4.353 eV/A
* Kohn-Sham gap: 0.3486 Eh
* total charge: 0

Each line ends with the Mulliken charge.
Geometry (Å):
C -1.7479 -0.5872 -0.0530  -0.131
N -0.9648 -0.9174 -1.0765  -0.373
N -0.0919 0.0350 -1.6276  -0.376
C 0.9903 0.3112 -1.0328  0.099
C 1.5464 -0.3136 0.2992  -0.172
O 0.4620 -0.4040 1.2025  -0.228
N -0.1846 0.9701 1.0432  -0.442
C -1.4006 0.7234 0.6043  0.027
H -2.4782 -1.2835 0.2652  0.456
H 1.7546 1.0172 -1.4843  0.319
H 1.7003 -1.4891 0.2572  0.228
H 2.5075 0.2820 0.8077  0.238
H -2.0931 1.6558 0.7949  0.355


ΔE to the lowest compared entry with this formula, charge and spin in kcal/mol, matching the order above: 28.5, 151.6